# 1
105
Properties=species:S:1:pos:R:3:forces:R:3 method="wB97M-V/def2-TZVPD" charge=0 orbital_gap_ev=10.62 largest_force_ev_per_a=4.032
O -3.929 -4.236 -0.158 3.4148 2.0095 0.7495
C -2.971 -3.520 0.179 -2.3451 -1.2351 0.1260
C -3.179 -2.669 1.538 -1.2111 0.6378 -1.5685
O -2.012 -1.907 1.922 0.8034 -2.3577 2.0500
C -1.078 -2.654 2.647 2.1519 0.5963 -0.6275
F 0.169 -2.480 1.979 -2.4948 -0.4229 1.7199
F -1.304 -4.032 2.687 0.1921 2.9178 0.2504
F -0.849 -2.165 3.987 -1.0084 -1.3886 -3.3764
O -1.768 -3.358 -0.537 -1.4266 -1.4376 1.7760
C -1.232 -4.614 -0.998 0.7607 -0.7611 -1.4186
Cl -0.371 -4.234 -2.599 -0.9634 -0.0854 1.1469
H -3.639 -3.295 2.371 0.9721 0.5710 -1.2642
H -3.985 -1.894 1.264 1.3745 -1.0188 0.4745
H -0.426 -5.058 -0.331 -1.0922 0.9732 -0.6531
H -2.008 -5.400 -1.255 0.7252 1.3138 0.4646
O -0.690 3.483 4.403 -0.4385 -0.0095 -0.0511
S -0.668 2.759 3.150 0.4173 0.0358 -0.6522
O -1.781 2.780 2.227 -0.1162 0.2062 0.4821
C 0.818 3.196 2.269 0.5341 -0.2375 0.1258
C 1.856 2.200 2.765 0.0272 -0.0772 0.2345
C 1.145 0.844 2.810 0.1786 -0.1246 -0.1389
C -0.213 1.060 3.482 0.0961 -0.5766 0.1390
H 1.081 4.231 2.477 -0.2380 -0.0639 -0.0514
H 0.625 3.065 1.205 -0.0806 -0.0132 0.2265
H 2.733 2.177 2.115 -0.0759 0.0247 0.0408
H 2.188 2.476 3.772 0.0191 -0.0022 -0.0711
H 0.996 0.476 1.790 -0.0023 0.0404 0.0868
H 1.735 0.097 3.344 -0.1071 0.0219 -0.0475
H -0.974 0.392 3.078 -0.0797 0.2116 0.0838
H -0.148 0.936 4.564 -0.0633 0.1104 -0.0670
O 0.297 5.049 0.363 0.0906 0.0484 -0.5098
S 0.548 4.949 -1.057 -0.3537 0.1620 -0.4591
O 0.605 3.677 -1.742 0.0473 -0.0197 0.5467
C -0.601 6.012 -1.908 -0.3304 0.3067 -0.1771
C 0.104 7.361 -1.964 0.0642 0.1390 0.1230
C 1.559 7.054 -2.330 0.0089 0.1346 -0.1923
C 2.019 5.894 -1.444 0.5276 0.2918 -0.1234
H -1.546 6.044 -1.368 0.1162 -0.0974 0.0846
H -0.752 5.605 -2.911 0.0669 -0.0710 0.0981
H -0.365 8.028 -2.690 0.0089 -0.0566 0.0896
H 0.064 7.845 -0.984 -0.1091 -0.0495 -0.0776
H 1.616 6.759 -3.383 -0.0011 0.0042 0.0889
H 2.201 7.928 -2.199 -0.0290 -0.0978 -0.0125
H 2.735 5.252 -1.958 -0.1140 -0.0915 0.1804
H 2.447 6.251 -0.506 -0.1159 -0.1105 -0.0113
O -6.555 2.589 2.611 0.0684 -0.2733 -0.0890
S -5.647 1.745 3.354 0.4573 -0.0055 -0.0389
O -5.089 0.533 2.795 -0.3626 0.1763 -0.1712
C -4.320 2.757 3.983 0.1332 0.3219 0.3067
C -4.829 3.251 5.331 -0.0798 0.0820 0.0697
C -5.493 2.042 5.993 0.0835 0.0105 0.2059
C -6.385 1.376 4.943 -0.2719 -0.1748 0.5225
H -4.103 3.563 3.284 0.0348 -0.2423 -0.1173
H -3.444 2.119 4.104 -0.1116 0.0620 -0.1204
H -4.020 3.654 5.942 -0.0359 -0.0218 -0.0962
H -5.570 4.044 5.184 0.0506 -0.0300 0.0001
H -4.722 1.337 6.321 -0.0462 0.0690 -0.0423
H -6.070 2.329 6.874 0.0368 -0.0644 -0.0721
H -6.429 0.295 5.078 -0.0655 0.0875 -0.2044
H -7.394 1.792 4.952 0.0886 -0.0270 -0.1424
O -2.719 7.480 0.236 0.0194 0.3024 -0.1107
S -3.886 8.100 0.821 -0.3736 0.1800 0.0250
O -4.195 9.498 0.625 0.4037 -0.2235 -0.1503
C -5.318 7.126 0.393 -0.3077 -0.3367 -0.0612
C -5.415 6.089 1.505 0.0215 -0.1763 0.0541
C -5.141 6.848 2.805 -0.1812 -0.0329 0.0799
C -3.910 7.729 2.572 0.0362 -0.1195 0.5988
H -5.186 6.685 -0.595 0.0988 0.1582 0.0204
H -6.186 7.789 0.396 0.1249 0.0290 -0.0239
H -6.393 5.604 1.517 0.1182 -0.0152 -0.0162
H -4.655 5.314 1.363 -0.0825 0.0293 -0.0423
H -6.003 7.477 3.048 0.0665 -0.0469 -0.0234
H -4.984 6.168 3.645 0.0056 0.0747 -0.0564
H -3.967 8.659 3.137 0.1440 -0.0007 -0.1952
H -2.988 7.200 2.817 -0.0194 0.0710 -0.1504
O 1.775 -6.071 -1.696 0.1240 -0.3896 -0.1508
S 2.815 -6.373 -2.651 0.1832 -0.0577 -0.0301
O 2.558 -7.129 -3.857 -0.2748 0.0884 0.2156
C 3.639 -4.852 -3.088 0.1790 0.4810 -0.0280
C 4.748 -4.714 -2.054 0.0621 0.0319 0.1769
C 5.354 -6.111 -1.907 0.1268 0.0495 -0.0789
C 4.197 -7.103 -1.779 0.3895 -0.2705 0.2820
H 2.928 -4.026 -3.070 -0.1117 -0.1743 -0.0470
H 4.050 -4.973 -4.092 -0.0880 -0.0431 0.0498
H 5.494 -3.978 -2.362 -0.0723 -0.0438 0.0243
H 4.329 -4.390 -1.096 -0.0118 0.0344 -0.1025
H 5.943 -6.348 -2.797 -0.0262 0.0679 0.1766
H 6.022 -6.173 -1.045 -0.0318 -0.0460 -0.1153
H 4.440 -8.065 -2.229 -0.1454 0.0831 0.0087
H 3.903 -7.243 -0.738 -0.1353 0.0603 -0.1241
O 6.161 -8.870 -3.656 0.2568 0.1947 0.0836
S 6.899 -8.116 -4.643 0.2674 0.0217 -0.3242
O 7.931 -7.171 -4.276 -0.2696 -0.2040 0.3282
C 7.560 -9.254 -5.847 0.1013 -0.3650 -0.3188
C 6.458 -9.379 -6.891 -0.1531 -0.0769 -0.0379
C 5.937 -7.958 -7.117 0.0339 0.0418 -0.2412
C 5.732 -7.320 -5.742 -0.4425 0.2384 -0.2924
H 7.807 -10.201 -5.367 0.0119 0.1524 0.1338
H 8.458 -8.803 -6.274 -0.0540 0.0191 0.1176
H 6.830 -9.826 -7.815 -0.0233 0.0177 0.0910
H 5.650 -10.012 -6.509 0.0899 0.0164 -0.0182
H 6.679 -7.384 -7.683 -0.0466 -0.0552 0.0487
H 5.011 -7.954 -7.695 0.0759 0.0287 0.0790
H 5.929 -6.247 -5.762 0.0351 -0.1011 0.1887
H 4.726 -7.507 -5.359 0.0942 -0.0139 0.1083

---

# 2
98
Properties=species:S:1:pos:R:3:forces:R:3 method="wB97M-V/def2-TZVPD" charge=0 orbital_gap_ev=8.59 largest_force_ev_per_a=1.643
F 27.766 26.506 8.496 0.0176 0.0009 -0.0036
C 26.946 26.382 7.432 -0.2144 -0.0743 0.2216
C 25.635 26.000 7.648 -0.2183 0.4375 0.2400
C 24.768 25.935 6.568 0.2284 -0.4109 -0.1266
C 25.262 26.134 5.291 0.3095 0.0868 -0.4449
C 26.599 26.459 5.091 -0.2255 -0.0447 0.1896
C 27.449 26.632 6.176 0.2206 -0.1497 -0.2556
H 25.273 25.837 8.655 0.1405 -0.0686 0.0173
H 23.741 25.629 6.713 -0.0349 0.1077 0.0577
H 24.681 25.999 4.393 -0.2862 -0.0635 0.1920
H 26.948 26.531 4.067 0.1416 0.1893 0.0711
H 28.492 26.906 6.073 -0.0338 -0.0051 -0.0542
F 32.962 27.269 -4.155 -0.0191 -0.0222 -0.0008
C 31.732 27.816 -4.202 0.1654 -0.0575 -0.2240
C 30.861 27.590 -3.165 -0.2898 -0.1213 0.3103
C 29.603 28.167 -3.233 -0.3474 0.2791 -0.1377
C 29.241 28.973 -4.308 0.0225 -0.3060 0.0143
C 30.137 29.167 -5.350 -0.0078 0.3223 0.2725
C 31.388 28.574 -5.302 0.2253 0.2251 -0.2156
H 31.132 26.929 -2.357 0.0943 0.0259 -0.0031
H 28.865 27.994 -2.457 0.1548 -0.1048 0.0936
H 28.242 29.387 -4.359 0.0760 0.1421 0.0521
H 29.896 29.856 -6.149 -0.0585 -0.2176 -0.1567
H 32.108 28.726 -6.095 0.0248 -0.0380 0.0386
C 23.287 24.226 0.403 0.1082 -0.1797 -0.1861
S 23.372 25.070 1.968 -0.7695 -0.3531 0.1861
O 24.808 25.077 2.326 0.6965 0.2714 0.0108
C 22.901 26.701 1.425 -0.0933 0.4066 0.1529
H 22.270 24.195 0.017 -0.0253 0.0875 0.0064
H 23.626 23.213 0.612 -0.0190 -0.0246 -0.0638
H 23.978 24.695 -0.296 -0.0321 0.0243 -0.0610
H 22.826 27.315 2.324 0.0192 -0.0290 -0.0080
H 21.909 26.632 0.976 0.0496 0.0167 -0.0962
H 23.634 27.150 0.754 -0.0041 -0.2009 -0.1345
C 21.434 29.791 -0.657 0.2303 0.0843 0.2726
S 22.422 29.400 -2.105 0.1087 -0.4980 0.0731
O 21.952 30.208 -3.251 -0.2431 0.2888 -0.2326
C 23.910 30.161 -1.497 0.6156 -0.0867 0.5473
H 21.873 29.251 0.185 -0.0870 -0.1157 -0.0587
H 20.419 29.445 -0.826 -0.0682 0.1216 -0.0361
H 21.489 30.855 -0.425 -0.2208 0.0568 -0.1931
H 23.811 31.244 -1.431 -0.1567 0.0041 -0.1336
H 24.753 29.885 -2.127 -0.1296 0.0501 -0.2069
H 24.120 29.751 -0.505 -0.0253 0.0132 -0.0584
C 27.253 23.149 2.180 -0.0239 -0.1595 0.2757
S 27.794 22.985 3.899 -0.3233 -0.0677 -0.2186
O 28.140 21.544 3.994 0.1667 -0.1299 0.2712
C 29.317 23.909 3.736 0.4670 0.1811 0.0222
H 27.374 24.152 1.783 -0.0549 0.0341 -0.0357
H 26.205 22.866 2.175 -0.0588 0.1111 -0.0895
H 27.826 22.394 1.641 0.1428 0.1322 -0.0810
H 29.950 23.472 2.962 -0.1221 0.0354 -0.1056
H 29.871 23.874 4.673 -0.1882 -0.1179 0.0906
H 29.075 24.954 3.531 0.0005 -0.0559 -0.1184
C 29.770 24.916 -0.342 0.1529 0.5689 0.4208
S 30.206 23.775 -1.644 -0.2168 -0.5159 -0.1498
O 30.161 24.531 -2.921 0.1138 0.3610 -0.1571
C 28.701 22.792 -1.637 0.1548 0.0450 0.0483
H 28.906 25.526 -0.598 -0.0741 -0.1622 -0.3162
H 30.643 25.560 -0.213 -0.0463 -0.0068 0.0146
H 29.572 24.426 0.610 0.0901 -0.2886 -0.0823
H 28.716 22.217 -2.561 0.1053 -0.0775 0.0316
H 27.834 23.450 -1.643 -0.0226 -0.0052 0.1664
H 28.750 22.125 -0.776 -0.2440 0.0040 0.0054
C 26.943 26.709 -5.659 0.1799 0.2470 0.5757
S 27.590 25.046 -5.842 -0.1461 0.2637 0.1088
O 27.233 24.638 -7.216 -0.1981 -0.4562 -0.5962
C 29.308 25.515 -5.829 0.4207 0.0821 0.9628
H 27.306 27.081 -4.696 -0.0047 0.0959 -0.1557
H 25.857 26.709 -5.631 -0.0373 -0.2532 -0.2397
H 27.312 27.327 -6.477 0.0086 0.0089 -0.0246
H 29.927 24.622 -5.784 -0.1148 -0.0961 -0.2968
H 29.477 25.999 -4.857 -0.0049 0.0363 -0.2486
H 29.590 26.174 -6.646 -0.2060 -0.0405 -0.1589
C 21.636 27.892 -5.802 0.0853 0.8624 -0.2688
O 22.661 26.927 -5.554 -0.1177 -0.2028 0.1734
C 22.431 25.681 -5.977 0.2135 0.0233 -0.2221
O 21.378 25.220 -6.318 -0.0229 -0.0169 0.0208
O 23.610 25.045 -5.966 -0.1270 0.1843 0.0583
C 23.588 23.658 -6.286 -0.0026 -0.6662 0.6360
H 21.934 28.788 -5.263 0.0652 -0.0823 0.0568
H 20.632 27.632 -5.478 0.1352 -0.5489 0.0548
H 21.637 28.120 -6.869 -0.1765 -0.0831 -0.0049
H 24.606 23.309 -6.140 0.1038 0.1334 -0.3301
H 23.226 23.442 -7.286 0.0591 0.2639 -0.1150
H 22.971 23.111 -5.567 -0.1679 0.1616 -0.0980
C 26.854 27.213 0.821 0.3513 0.0266 0.3168
O 25.877 27.394 -0.202 -0.2490 -0.0390 -0.1009
C 25.854 26.471 -1.163 0.3030 0.5158 -0.8759
O 26.573 25.514 -1.275 0.1578 -0.2402 0.7213
O 24.958 26.842 -2.078 0.2003 0.3721 0.1522
C 24.754 25.890 -3.116 -0.7624 -1.4537 -0.0739
H 26.685 26.280 1.354 -0.0638 -0.0219 -0.0291
H 26.737 28.054 1.501 -0.1326 -0.0278 -0.0181
H 27.864 27.248 0.413 -0.0616 -0.0686 -0.1307
H 24.315 26.324 -4.001 -0.0332 0.6109 0.2492
H 24.050 25.153 -2.712 -0.0884 0.0160 -0.2384
H 25.626 25.308 -3.407 0.3753 0.4376 0.2189